Entry 1:
Computed, not measured: C8H18N2PS2 as an isolated structure, with wB97M-V/def2-TZVPD.

Each line ends with the Mulliken charge.
Geometry (Å):
C -2.2217 0.4255 0.2169  0.2716
C 1.8845 0.1626 0.1506  0.1478
C -2.3507 -1.9709 0.4637  -0.5938
C -4.3105 -0.4353 0.4579  -0.9318
C 4.0782 1.3322 0.3936  -1.0667
C 2.1096 2.6234 0.1423  -0.8967
C -0.3023 0.3242 -1.6645  -0.7257
C 1.1613 -2.4154 0.1076  -0.4864
N -2.8645 -0.6408 0.3780  0.1522
N 2.6996 1.2351 0.2441  0.0210
P -2.3092 2.1802 0.0948  0.0016
S -0.3842 0.7305 0.0736  -0.1555
S 2.6155 -1.3535 0.0689  -0.1297
H -2.8995 -2.6404 -0.1844  0.3632
H -1.2923 -1.9322 0.1618  -0.2067
H -2.4090 -2.3421 1.4932  0.3193
H -4.8069 -1.1479 -0.2730  0.3047
H -4.7278 -0.5949 1.4669  0.3306
H -4.6726 0.6426 0.1938  0.3090
H 4.1723 2.2266 1.1483  0.2983
H 4.6638 1.3561 -0.5931  0.2982
H 4.5236 0.5923 1.0313  0.4582
H 0.9915 2.5593 0.0672  0.1412
H 2.4604 3.0997 -0.7426  0.4004
H 2.3610 3.1952 1.0078  0.4427
H -0.6795 1.0013 -2.3980  0.4319
H -0.7737 -0.6862 -1.9037  0.2985
H 0.7685 0.2036 -1.8744  0.3528
H 1.4363 -3.3713 0.6260  0.4122
H 0.7289 -2.5823 -0.8732  0.3300
H 0.3496 -1.7771 0.5185  0.1077

HOMO level, eV: -11.1
Kohn-Sham gap, eV: 7.149
Charge: +1

Entry 2:
Computed, not measured: a 3-piece molecular cluster, C8H18N4 overall, with wB97M-V/def2-TZVPD.

Each line ends with the Mulliken charge.
Geometry (Å):
C -7.3791 -6.8737 -2.0118  0.3366
C -7.5606 -6.3768 -0.7385  -0.3582
C -7.0725 -5.7739 -2.7699  -0.2631
C 11.5977 7.9479 0.5259  0.1452
C -7.3089 -8.2958 -2.4690  -1.0823
C 10.3929 9.7066 1.7251  -1.2630
C -7.0668 -3.4253 2.5449  -0.1780
C 10.7719 8.2090 1.6447  -0.2505
N -7.1579 -4.6787 -1.9378  -0.1726
N -7.4787 -5.0669 -0.6960  0.0981
N 11.4736 6.8851 -0.2431  -0.2758
N -7.6186 -3.4127 1.3683  -0.5209
H -8.5234 -2.9907 1.3796  0.1992
H -6.6359 -5.6703 -3.7861  0.4001
H 12.4530 8.6144 0.2341  0.3556
H -8.1949 -8.6520 -2.9928  0.2886
H -7.1646 -8.7625 -1.4203  0.2964
H -6.5983 -8.4047 -3.2384  0.3539
H 11.3640 10.3703 1.7345  0.3324
H 9.9834 9.9242 2.6752  0.3584
H 9.8225 9.8783 0.8765  0.4095
H -6.0944 -4.0126 2.7077  0.2133
H -7.3525 -2.9967 3.5445  0.2623
H -8.0366 -6.8342 0.0854  0.4268
H 9.7860 7.6969 1.7142  0.2580
H 11.3407 8.0468 2.5755  0.2922
H -7.0942 -3.6910 -2.0680  0.1734
H 10.5866 6.2798 -0.1218  0.3286
H 12.2073 6.7369 -0.9938  0.3092
H -7.4419 -4.3776 0.1510  0.5264

HOMO level, eV: -14.6
Kohn-Sham gap, eV: 8.702
Charge: +2

Entry 3:
Computed, not measured: an isolated ion of composition C8H18N5 and charge +1, with wB97M-V/def2-TZVPD.

Each line ends with the Mulliken charge.
Geometry (Å):
C 0.4729 0.5070 -1.0746  0.3832
C 1.3940 -3.0094 1.9528  -0.2275
C -0.0114 1.0340 1.2901  0.1328
C 1.3106 -0.8273 0.8077  -0.2599
C -2.0005 0.3201 2.5637  -1.1381
C 0.9086 -0.5899 -3.1846  -1.1445
C -0.6256 1.3361 -3.2299  -0.9815
C -1.2297 1.5268 2.0367  -0.5085
N 1.4778 -2.4443 0.8111  -0.5579
N -0.2077 1.2059 -0.1372  -0.2381
N 0.1480 -0.3597 1.4698  -0.3163
N 1.2445 -0.4724 -0.5669  -0.1121
N 0.1427 0.4435 -2.4046  0.0426
H 1.5689 -4.1219 2.0252  0.2686
H 1.1191 -2.4863 2.8755  0.2419
H 0.8731 1.6499 1.6143  0.1749
H 2.1456 -0.4347 1.2193  0.5620
H -2.9406 0.5961 3.2316  0.3577
H -1.4496 -0.2691 3.3293  0.3204
H -2.5539 -0.3602 1.8788  0.3434
H 0.4412 -1.5500 -3.0929  0.3114
H 0.9603 -0.2184 -4.2031  0.5064
H 1.8899 -0.6114 -2.7967  0.4197
H -1.6425 1.5655 -2.6763  0.3011
H -0.2115 2.3215 -3.2003  0.3515
H -0.8394 0.8335 -4.1579  0.4281
H -0.9555 2.2425 2.7470  0.4033
H -1.8073 2.0846 1.2372  0.1882
H -0.6592 2.0557 -0.4439  0.3427
H -0.6476 -0.8851 1.3155  0.3106
H 1.6848 -1.0824 -1.2369  0.0943

HOMO level, eV: -13.2
Kohn-Sham gap, eV: 10.610
SMILES: C=N[C@H]1NC(=[N+](C)C)N[C@@H](CC)N1
Charge: +1

Entry 4:
Computed, not measured: a 2-piece molecular cluster, C8H18NO3P overall, with wB97M-V/def2-TZVPD.

Each line ends with the Mulliken charge.
Geometry (Å):
C 2.9187 1.4643 2.8390  -1.1537
C 1.5076 1.2542 2.4646  -0.3130
C -1.8802 -0.3372 -2.6976  -0.7067
C 1.3784 0.1626 1.3977  -0.9874
C -0.6488 -0.4342 -1.9272  -0.0965
C -2.4227 1.1711 -2.6690  -0.5852
C 0.0893 -0.4675 1.2986  -0.8627
C -0.3067 -1.4689 -1.2185  -0.6175
N -0.7930 0.3361 0.8131  0.8629
O -2.0636 -0.0720 0.4307  -0.5413
O -0.4889 1.5006 0.3924  -0.8211
O -2.7568 1.6876 -1.4682  -0.6133
P -1.2850 -2.8637 -0.9132  -0.1991
H 3.0421 2.4132 3.3755  0.3683
H 3.2165 0.6611 3.4919  0.3142
H 3.5168 1.5802 1.8437  0.2692
H 0.9001 2.1753 2.0937  0.2250
H 0.8169 0.9680 3.3381  0.2659
H -2.7194 -0.8239 -2.1911  0.4002
H -1.6823 -0.7589 -3.6209  0.4733
H 1.4761 0.6236 0.4670  0.4459
H 2.1809 -0.5121 1.3692  0.6489
H -2.3903 0.6964 -0.1186  0.4814
H 0.0022 0.4541 -2.0399  0.2607
H -1.6591 1.8875 -3.1674  0.3097
H -3.2521 1.2457 -3.4691  0.3408
H -0.2262 -1.3604 1.6891  0.7153
H 0.6709 -1.5295 -0.8405  0.6491
H -1.8974 2.0553 -1.1099  0.4078
H -0.6438 -3.1546 0.4034  -0.0010
H -0.3291 -3.8822 -1.6551  0.0598

HOMO level, eV: -9.0
Kohn-Sham gap, eV: 9.840
SMILES: CCC/C=[N+](\[O-])O.OCC/C=C\P
Charge: 0

Strongest force on any atom for every record listed, in sequence, given in hartree/bohr: 0.1180, 0.0814, 0.0938, 0.1220.